(1)
Entry from the Open Molecules 2025 dataset: a 2-piece molecular cluster, C6H13N2O2 overall at a distorted geometry (ωB97M-V/def2-TZVPD).

Each line ends with the Mulliken charge.
Element x y z (Å)
1 O 1.964 -1.527 1.998  -0.7155
2 O 3.733 -0.964 0.728  -0.7739
3 N 1.989 0.388 0.918  -0.6179
4 N 2.546 -0.735 1.170  0.9506
5 C -0.737 -0.173 -0.535  0.9220
6 C -1.958 -0.620 0.281  -0.8200
7 C 0.004 -1.092 -1.157  -1.1685
8 C -0.403 1.243 -0.578  -0.4694
9 C 0.232 1.547 -1.954  -1.5028
10 C -1.480 -0.621 1.757  -1.0815
11 H -0.354 1.058 -2.694  0.3809
12 H 1.189 1.113 -1.747  0.2694
13 H 0.925 -1.029 -1.707  0.2927
14 H -2.900 -0.054 0.155  0.3381
15 H 2.629 0.904 0.307  0.1767
16 H 0.236 2.597 -2.074  0.4227
17 H -2.325 -0.746 2.345  0.5002
18 H -1.219 1.952 -0.487  0.4652
19 H -1.169 0.380 1.968  0.2848
20 H -0.728 -1.410 1.975  0.1952
21 H -2.122 -1.613 0.079  0.3948
22 H -0.300 -2.133 -1.020  0.2230
23 H 0.249 1.536 0.271  0.3333

Summary:
HOMO level (eV): -4.277
Energy (Eh): -496.28778
ΔE to the lowest compared entry with this formula, charge and spin (eV): 3.893
HOMO-LUMO gap (eV): 7.99
Molar mass (u): 145.2
Maximum force (eV/A): 2.7
E_LUMO (hartree): 0.1366
Total charge: -1

---

(2)
Entry from the Open Molecules 2025 dataset: an isolated ion of composition C6H13N2S and charge +1 at a distorted geometry (ωB97M-V/def2-TZVPD).

Each line ends with the Mulliken charge.
Element x y z (Å)
1 S 1.996 -0.531 1.588  -0.1018
2 N -0.381 -0.161 -0.265  -0.2686
3 N -0.430 -0.474 2.805  -0.3261
4 C -1.181 2.238 -0.476  -1.1747
5 C -0.067 1.207 -0.826  -0.5394
6 C 1.820 -1.043 -0.040  -0.6183
7 C 0.265 0.157 1.851  -0.0374
8 C 0.675 -1.029 -0.655  0.3882
9 C 0.238 -1.997 -1.680  -1.2279
10 H -0.146 1.153 -1.946  0.3852
11 H -1.658 1.819 0.439  0.3732
12 H 2.580 -1.580 -0.410  0.5194
13 H 0.969 1.511 -0.706  0.4888
14 H 0.027 -1.405 -2.560  0.3481
15 H -0.047 1.120 1.634  0.4566
16 H -0.803 -2.268 -1.478  0.3389
17 H -1.362 -0.360 -0.550  0.3349
18 H -1.061 0.051 3.390  0.2723
19 H -0.672 3.193 -0.423  0.2825
20 H -0.004 -1.195 3.431  0.2971
21 H 1.034 -2.754 -1.826  0.3710
22 H -1.795 2.349 -1.296  0.4380

Summary:
HOMO level (eV): -12.404
Energy (Eh): -743.77794
ΔE to the lowest compared entry with this formula, charge and spin (eV): 3.252
HOMO-LUMO gap (eV): 8.28
Molar mass (u): 145.3
Maximum force (eV/A): 3.8
E_LUMO (hartree): -0.1517
Total charge: +1